Density functional theory data (ωB97M-V/def2-TZVPD) for C3H13N2OZr as an isolated structure in a non-equilibrium geometry.

The multiplicity is 1. The calculation puts the highest occupied orbital energy at -11.328 eV. The value obtained for the orbital gap is 0.276 Eh. The value obtained for the strongest force on any atom is 2.54 eV Å⁻¹. Its net charge is +1. For the LUMO energy, the calculation gives -3.8 eV.

Geometry as XYZ:
```
20
Properties=species:S:1:pos:R:3:forces:R:3:nbo_charge:R:1
C 0.736149 -1.959210 -0.808295 1.1 0.7 -0.2 -1.013
Zr -0.512642 -0.243065 -0.807218 0.4 1.0 -0.1 1.706
N 0.692066 1.393089 -1.997853 -0.2 0.4 -0.9 -1.114
H 0.713137 0.411238 0.292878 0.8 0.2 1.2 -0.447
H -1.339058 -1.686609 -0.994365 -2.0 -1.5 0.0 -0.299
H 0.692035 -2.719779 -0.007596 0.2 0.4 -0.6 0.271
H 1.473094 -1.153570 -0.579680 0.8 -0.8 0.2 0.190
H 1.037166 -2.330409 -1.802441 -0.5 -0.3 0.3 0.243
H 1.272590 1.901477 -1.329754 -0.1 -0.2 0.1 0.427
H 0.094988 2.088908 -2.450384 0.3 0.0 -0.1 0.408
H 1.329314 1.047199 -2.717707 -0.1 0.1 0.0 0.420
C -2.520748 1.829356 2.433051 -0.1 -0.2 0.3 -0.707
C -1.367201 0.962003 1.993720 0.4 0.9 0.6 0.740
N -0.193006 1.143239 2.585818 0.7 -1.1 -0.6 -0.747
O -1.503089 0.165089 1.029778 -0.5 0.1 -0.3 -0.712
H -2.356826 2.266697 3.428178 0.0 -0.2 -0.4 0.241
H -3.445918 1.239778 2.451882 0.3 0.1 -0.1 0.266
H -2.648572 2.652856 1.714819 0.1 -0.3 0.1 0.256
H 0.645259 0.643026 2.214105 -1.1 0.5 0.3 0.448
H -0.060393 1.709168 3.405736 -0.3 0.1 0.0 0.424
```
Forces are in eV/Å.

Density functional theory data (ωB97M-V/def2-TZVPD) for a 2-piece molecular cluster, H5N4OP overall in a non-equilibrium geometry.

The multiplicity is 1. The calculation puts the highest occupied orbital energy at -6.825 eV. The value obtained for the orbital gap is 0.270 Eh. The value obtained for the strongest force on any atom is 3.02 eV Å⁻¹. For the LUMO energy, the calculation gives 0.5 eV. For the energy above the lowest of the compared OMol25 structures with the same formula, charge and spin, the calculation gives 106.3 kcal/mol.

Geometry as XYZ:
```
11
Properties=species:S:1:pos:R:3:forces:R:3:nbo_charge:R:1
N -0.009594 -1.062338 -1.378367 -0.1 0.5 0.6 -0.334
N -0.335229 -1.639975 -0.372592 -0.1 -0.7 0.4 0.161
N 0.061467 2.211928 0.315438 0.8 2.3 -0.4 -0.684
N 1.045264 1.307245 0.823493 -3.0 -0.6 0.2 -0.735
O -0.942980 -2.948584 -0.523555 -0.2 0.2 -0.9 -0.620
P 0.578795 -0.026126 1.620919 0.9 -0.2 0.2 0.293
H -0.239456 -1.364887 -2.324361 -0.3 -1.1 0.1 0.342
H 0.350001 3.107560 0.726463 -0.6 -0.1 -0.4 0.335
H -0.896021 2.047836 0.559886 -0.2 -0.8 0.7 0.365
H 1.784229 1.638317 0.261395 2.0 -0.8 -0.2 0.388
H -1.396475 -3.270976 0.291282 0.8 1.1 -0.3 0.489
```
Forces are in eV/Å.

Density functional theory data (ωB97M-V/def2-TZVPD) for a 2-piece molecular cluster, CH2N2O2 overall in a non-equilibrium geometry.

The multiplicity is 1. The calculation puts the highest occupied orbital energy (spin up / spin down) at -8.832 / -8.884 eV. The value obtained for the orbital gap (spin up / spin down) is 0.243 / 0.255 Eh. The value obtained for the strongest force on any atom is 5.09 eV Å⁻¹. For the LUMO energy (spin up / spin down), the calculation gives -2.2 / -1.9 eV. For the energy above the lowest of the compared OMol25 structures with the same formula, charge and spin, the calculation gives 110.9 kcal/mol.

Geometry as XYZ:
```
7
Properties=species:S:1:pos:R:3:forces:R:3:nbo_charge:R:1
C 1.426229 -0.201939 -0.000796 4.1 -3.0 -0.1 0.622
N -2.157707 0.274052 -0.024958 -0.2 -4.0 0.2 -0.180
N -1.379543 -0.536260 0.047952 1.3 0.7 0.0 0.348
O 2.662462 -0.068850 -0.058032 -1.8 1.5 0.1 -0.647
O 0.443502 0.544693 0.099742 -2.9 2.3 0.1 -0.614
H 1.153863 -1.236878 -0.004005 -0.7 -1.5 -0.1 0.042
H -2.148803 1.225185 -0.059905 0.3 3.9 -0.1 0.429
```
Forces are in eV/Å.

Density functional theory data (ωB97M-V/def2-TZVPD) for a 11-piece molecular cluster, C34H87N6O16 overall in a non-equilibrium geometry.

The multiplicity is 2. The calculation puts the highest occupied orbital energy (spin up / spin down) at -3.960 / -4.982 eV. The value obtained for the orbital gap (spin up / spin down) is 0.055 / 0.093 Eh. The value obtained for the strongest force on any atom is 5.63 eV Å⁻¹. Its expectation value of S² is 0.7507. For the LUMO energy (spin up / spin down), the calculation gives -2.5 / -2.5 eV.

Geometry as XYZ:
```
143
Properties=species:S:1:pos:R:3:forces:R:3:lowdin_spin:R:1
C 0.220714 1.969483 -5.879729 -0.6 0.0 -0.5 0.000
C 0.267407 1.526151 -4.427380 1.6 1.3 -0.7 0.000
C 1.705879 1.661908 -3.910539 -0.4 -0.2 1.0 0.000
O 2.541697 0.838864 -4.635886 0.7 -0.1 -0.2 0.000
C 3.780015 0.496417 -4.006691 -0.4 -0.8 -0.2 0.000
N -0.590051 2.486765 -3.551013 1.2 -1.9 -0.4 0.000
H -0.256574 3.437086 -3.475049 0.1 0.2 -0.9 0.000
H -1.559904 2.386733 -3.814593 -1.6 -0.2 -0.6 0.000
H -0.541507 2.133435 -2.606074 -0.1 -0.8 1.3 0.000
H 0.688064 1.266794 -6.569593 0.4 -0.1 0.5 0.000
H 0.716355 2.934379 -5.986532 0.1 0.1 0.0 0.000
H -0.781293 2.054965 -6.300175 -0.3 0.1 0.4 0.000
H 0.101307 0.454390 -4.318546 -1.3 0.2 0.4 0.000
H 1.689046 1.367576 -2.861174 0.0 -0.2 0.4 0.000
H 2.051902 2.695459 -3.923084 0.1 0.6 -0.3 0.000
H 3.650049 -0.220706 -3.196168 -0.4 -0.2 0.1 0.000
H 4.338456 1.320130 -3.562029 -0.1 0.6 -0.4 0.000
H 4.345845 -0.030148 -4.775242 0.1 0.3 0.1 0.000
C 3.339079 3.255456 -1.276849 0.0 -0.6 0.3 0.000
C 2.754352 3.778538 0.051992 -0.7 1.4 -1.8 0.000
C 3.050131 5.274593 0.196051 1.8 -0.2 1.4 0.000
O 3.204767 5.513818 1.560306 -0.5 -0.6 1.1 0.000
C 3.444998 6.830216 1.958621 0.0 0.1 0.0 0.000
N 1.225448 3.740640 0.071277 1.3 -0.8 -0.2 0.000
H 0.936723 2.802311 -0.165928 -0.8 -1.2 -0.1 0.000
H 0.948044 3.944079 1.020892 -0.7 -0.3 1.6 0.000
H 0.731241 4.387048 -0.527074 0.4 0.2 -0.5 0.000
H 4.416472 3.377350 -1.388480 0.1 0.7 0.5 0.000
H 2.889640 3.750033 -2.137948 -0.1 -0.1 0.0 0.000
H 3.307878 2.169580 -1.366264 -0.9 0.0 0.0 0.000
H 3.076682 3.201822 0.918947 0.0 0.2 -0.1 0.000
H 2.290537 5.979224 -0.142498 -0.1 -0.2 -0.9 0.000
H 4.045897 5.461358 -0.206023 -0.1 0.3 -0.9 0.000
H 4.357132 7.234176 1.519387 0.5 -0.1 0.2 0.000
H 3.469099 6.755929 3.045821 0.2 0.5 -0.1 0.000
H 2.676521 7.534841 1.640750 -0.5 -0.1 0.0 0.000
C -8.036119 1.812203 1.430040 0.6 -0.3 0.2 0.000
C -6.713620 2.646941 1.551444 -1.0 -0.5 -1.2 0.000
C -5.897339 2.585274 0.233433 -0.5 -2.1 -0.1 0.000
O -5.759872 1.188048 -0.153273 -0.2 1.7 0.9 0.000
C -4.823406 0.949092 -1.230117 0.6 0.0 -0.2 0.000
N -7.151713 4.128784 1.774504 -0.7 -0.5 1.0 0.000
H -7.739551 4.162259 2.595137 -0.3 -0.5 0.8 0.000
H -6.484576 4.849753 2.009517 0.9 0.1 -0.7 0.000
H -7.826394 4.474736 1.107247 0.2 0.0 -1.1 0.000
H -7.855823 0.749390 1.591333 0.5 0.1 -0.1 0.000
H -8.460726 1.844657 0.426675 0.2 0.3 -0.1 0.000
H -8.843479 2.014170 2.133946 0.2 0.6 0.3 0.000
H -6.054645 2.394492 2.382189 -0.4 0.0 0.2 0.000
H -4.931782 3.050679 0.431451 0.2 0.2 -0.5 0.000
H -6.513455 3.028782 -0.548747 0.3 0.7 -0.2 0.000
H -3.797805 0.937450 -0.861207 0.1 -0.3 0.3 0.000
H -4.786127 1.679858 -2.038009 -0.6 0.3 0.0 0.000
H -5.074338 -0.008966 -1.685389 0.0 0.1 0.3 0.000
C 4.034279 -0.684287 3.258366 0.7 -0.3 -1.0 0.046
C 4.009266 -0.336448 1.715209 -2.2 0.5 1.9 0.020
C 5.306600 0.294031 1.154108 -0.3 -0.5 0.5 0.012
O 5.132289 0.582433 -0.182885 0.4 -0.3 -2.3 0.011
C 6.330626 0.741420 -0.987275 -0.4 0.0 0.3 0.002
N 3.395793 -1.524633 0.949188 1.8 1.3 0.0 0.068
H 4.027920 -2.311548 0.985168 0.4 -1.3 -0.1 0.123
H 2.488810 -1.809233 1.290483 -0.5 0.0 0.6 0.042
H 3.232449 -1.237287 -0.005191 -0.1 0.2 -0.8 0.012
H 4.453980 0.103525 3.883914 0.1 0.3 -0.4 0.003
H 4.661527 -1.559745 3.426382 -0.1 -0.1 0.1 0.044
H 3.037454 -0.873720 3.656564 0.0 -0.1 -0.3 0.011
H 3.110415 0.274762 1.634042 0.6 1.1 -0.3 0.002
H 6.125307 -0.379334 1.407902 0.3 -0.3 -0.4 0.010
H 5.590875 1.269039 1.549892 -0.5 -0.1 1.4 0.001
H 6.580857 -0.184471 -1.505164 -0.1 -0.1 0.1 0.002
H 7.201993 1.073826 -0.423072 -0.1 -0.1 0.4 0.000
H 6.165726 1.520116 -1.731946 -0.4 -0.1 0.0 0.000
C -3.155177 1.711095 2.922505 1.4 0.3 -0.2 0.000
C -2.943732 0.780608 4.094629 -0.5 0.7 0.0 0.000
C -1.932218 -0.356587 3.874404 -1.3 0.7 -0.4 0.000
O -2.558215 -1.253068 3.016017 -0.9 0.6 0.4 0.001
C -1.986191 -2.535339 2.917914 0.7 -0.5 0.0 0.003
N -2.450314 1.596880 5.317477 -1.0 -0.9 -1.0 0.000
H -1.509509 1.956619 5.242739 1.9 0.6 -0.7 0.000
H -3.020430 2.421589 5.439629 -0.4 0.1 0.4 0.000
H -2.466135 0.965423 6.105580 -0.2 0.2 0.6 0.000
H -2.178731 2.172428 2.774773 0.1 0.5 -0.4 0.000
H -3.876001 2.512020 3.086896 -0.2 -0.1 0.2 0.000
H -3.373967 1.189641 1.990666 -0.2 -0.3 0.2 0.000
H -3.934308 0.430011 4.384336 0.3 -0.6 0.3 0.000
H -1.776027 -0.710649 4.893392 0.6 -0.8 0.0 0.000
H -1.030079 0.046115 3.413892 0.4 0.1 0.3 0.000
H -2.720715 -3.260129 2.566849 -0.1 0.1 -0.1 0.000
H -1.602392 -2.849717 3.888465 0.0 -0.1 0.2 0.001
H -1.154084 -2.502185 2.214638 0.1 -0.1 -0.1 0.002
C 2.884187 -8.279131 0.770174 -0.4 -0.9 0.3 0.009
C 3.248783 -6.870113 0.400375 -0.4 0.9 1.3 0.039
C 2.136450 -6.056747 -0.308659 -1.2 -0.7 0.0 0.022
O 0.945747 -5.892304 0.540449 1.8 0.2 1.1 0.024
C 0.031684 -4.831045 0.217641 -0.1 -0.5 -0.6 0.011
N 3.485827 -6.074019 1.712906 0.0 -0.2 -1.0 0.113
H 4.199162 -6.315103 2.386051 0.0 -1.4 0.6 0.078
H 3.907759 -5.180237 1.505003 0.2 1.9 -1.0 0.162
H 2.597122 -5.834423 2.128724 -0.7 -0.1 0.5 0.056
H 3.436936 -8.547625 1.670433 -0.1 -0.2 0.1 0.006
H 3.123458 -9.046346 0.033818 0.3 0.4 -0.3 0.001
H 1.815968 -8.418818 0.936012 0.0 0.3 0.3 0.001
H 4.226983 -6.855388 -0.080261 -0.3 0.3 -0.5 0.018
H 1.772518 -6.718209 -1.094867 0.3 0.3 -0.6 0.001
H 2.527080 -5.115183 -0.694615 -0.2 0.1 -0.1 0.017
H -0.175346 -4.975151 -0.842763 -0.4 0.6 0.0 0.000
H 0.299891 -3.804411 0.467023 1.2 0.1 -0.3 0.009
H -0.874345 -4.885060 0.821206 -0.2 -1.1 -0.1 0.000
C 1.372813 1.535012 3.381133 0.3 -0.2 -0.4 0.001
C 0.540734 2.740524 3.707763 0.3 0.6 -1.6 0.000
O 0.122269 2.888519 4.840281 -1.8 -0.7 3.5 0.000
O 0.307859 3.581674 2.814214 0.3 0.3 -1.8 0.000
H 0.936160 1.031377 2.518691 0.1 -0.1 -0.1 0.000
H 1.478406 0.847401 4.220266 0.0 0.1 0.0 0.001
H 2.350450 1.906134 3.073566 0.2 -0.1 0.0 0.000
C -0.814315 -0.850041 -0.153094 0.6 -0.1 -0.8 0.001
C 0.047813 0.344704 -0.447142 0.5 -1.1 1.5 0.001
O -0.533797 1.316850 -0.922430 -0.9 2.8 -1.5 0.000
O 1.245367 0.356329 -0.084121 1.2 -0.1 0.2 0.005
H -1.688436 -0.492262 0.390970 0.1 -0.5 0.2 0.000
H -0.185502 -1.613414 0.305120 -0.5 -0.1 0.3 0.002
H -1.128984 -1.222714 -1.127868 -0.3 -0.2 0.1 0.000
C -3.271275 -0.997097 -4.128456 0.0 1.1 0.1 0.000
C -3.655883 0.433863 -4.698769 -1.3 -3.6 -1.4 0.000
O -3.224351 1.423509 -4.143591 2.6 3.7 3.4 0.000
O -4.267938 0.479071 -5.753528 -1.1 -0.6 -1.3 0.000
H -2.193651 -0.906729 -4.265005 0.2 -0.9 -0.1 0.000
H -3.747089 -1.857444 -4.599103 0.4 0.4 -0.6 0.000
H -3.411240 -1.189066 -3.064663 -0.1 0.6 0.3 0.000
C -3.212411 -3.743022 -0.649302 -0.2 1.2 0.4 0.000
C -3.716561 -5.085660 -0.217151 0.8 -3.0 0.7 0.000
O -3.640292 -5.412421 0.999258 0.1 1.7 1.5 0.000
O -3.926838 -5.972529 -1.054314 -0.7 0.5 -1.8 0.000
H -2.151940 -3.881751 -0.859665 -0.1 0.2 -0.5 0.000
H -3.263448 -3.034444 0.177387 0.0 0.1 0.3 0.000
H -3.761688 -3.264580 -1.460163 0.3 -0.4 -0.4 0.000
C 0.662701 -2.435091 -3.150751 -0.5 0.6 -0.7 0.000
C 1.400715 -3.151137 -4.289922 0.1 -2.1 -1.4 0.000
O 2.555416 -3.589220 -4.147985 1.8 0.5 2.0 0.003
O 0.797295 -3.389812 -5.351866 -1.6 1.2 -0.1 0.000
H -0.387978 -2.412907 -3.440011 -0.1 -0.1 0.2 0.000
H 1.007915 -1.402305 -3.198491 0.2 0.3 0.3 0.000
H 0.768626 -2.813503 -2.134047 0.3 -0.2 -0.1 0.000
```
Forces are in eV/Å.

| no. | E (eV) | M (g mol⁻¹) |
| --- | --- | --- |
| 1 | -9621.40254 | 184.37 |
| 2 | -17372.20291 | 108.04 |
| 3 | -8140.55951 | 74.04 |
| 4 | -78355.13728 | 836.10 |